# 1
85
Properties=species:S:1:pos:R:3:forces:R:3:lowdin_charge:R:1 method="wB97M-V/def2-TZVPD" e_above_lowest_ev=0.388 charge=-1 orbital_gap_ev=6.30
Y 0.3384 -0.2591 -0.5122 0.348 0.528 1.231 1.488
O 1.6327 -0.0466 1.3053 -0.204 -0.399 0.372 -0.185
C 1.7114 -0.4642 2.5123 -0.107 0.006 0.035 -0.344
C 2.6901 0.0851 3.3886 0.034 -0.004 -0.014 -0.010
C 2.8088 -0.3224 4.6932 0.008 -0.008 -0.002 -0.104
C 1.9638 -1.3064 5.2272 -0.003 -0.004 -0.002 -0.126
C 1.0043 -1.8511 4.4060 -0.005 -0.010 0.007 -0.074
C 0.8521 -1.4614 3.0666 -0.001 -0.002 0.032 -0.149
C -0.2482 -2.0572 2.3416 -0.003 -0.013 0.035 -0.094
N -0.5960 -1.8247 1.1374 0.014 0.083 -0.116 -0.033
C -1.8133 -2.4324 0.6297 -0.034 0.008 -0.042 -0.185
C -1.5924 -3.0663 -0.7533 -0.015 0.010 0.007 -0.182
N -0.3600 -2.5602 -1.3475 0.040 -0.051 -0.059 -0.021
C 0.2488 -3.3486 -2.1397 -0.024 -0.005 -0.003 -0.097
C 1.5456 -3.1233 -2.7471 0.018 0.011 0.007 -0.142
C 1.9401 -3.9551 -3.8001 -0.017 0.010 0.021 -0.064
C 3.1867 -3.8532 -4.3779 0.020 0.002 -0.010 -0.120
C 4.0833 -2.9153 -3.8566 0.010 -0.018 -0.008 -0.100
C 3.7333 -2.1040 -2.8020 -0.056 -0.038 0.023 -0.021
C 2.4441 -2.1589 -2.2146 -0.071 -0.069 -0.073 -0.367
O 2.1234 -1.3792 -1.2354 0.151 -0.186 -0.324 -0.234
H 3.3391 0.8480 2.9746 -0.019 -0.007 0.028 0.093
H 3.5687 0.1288 5.3224 -0.001 0.003 0.002 0.094
H 2.0581 -1.6203 6.2582 0.000 -0.001 0.000 0.084
H 0.3223 -2.6000 4.7979 0.000 -0.001 0.002 0.103
H -0.8506 -2.7622 2.9296 -0.003 -0.001 -0.001 0.125
H -2.5471 -1.6334 0.5301 -0.016 0.019 0.009 0.084
H -2.2235 -3.1666 1.3332 0.008 0.001 0.005 0.116
H -2.4326 -2.8073 -1.4002 0.007 -0.002 0.004 0.101
H -1.5454 -4.1575 -0.6745 0.001 -0.001 0.004 0.109
H -0.2082 -4.3184 -2.3788 0.003 -0.001 -0.001 0.128
H 1.2317 -4.6918 -4.1665 -0.002 -0.001 0.003 0.105
H 3.4700 -4.4906 -5.2046 -0.001 0.000 0.001 0.087
H 5.0756 -2.8284 -4.2853 0.000 0.003 0.006 0.096
H 4.4385 -1.3983 -2.3873 0.067 0.056 -0.087 0.093
C -3.9606 -0.4819 4.0132 -0.013 -0.004 -0.007 -0.121
C -2.6965 -0.0374 4.3797 0.015 0.007 -0.003 -0.099
C -1.8497 0.5290 3.4384 0.023 -0.058 0.022 -0.030
C -2.2359 0.6553 2.1012 0.029 -0.014 -0.080 -0.311
C -3.5179 0.2190 1.7494 0.000 0.020 0.001 -0.068
C -4.3669 -0.3426 2.6919 0.003 -0.007 0.011 -0.097
N -1.3150 1.1673 1.1718 0.036 0.149 -0.013 0.044
C -1.5440 2.3862 0.6927 -0.084 -0.044 -0.080 -0.255
C -2.7415 3.1609 0.8958 0.020 -0.073 0.026 -0.029
C -2.9095 4.4013 0.3503 0.058 0.047 -0.029 -0.106
C -1.9012 5.0275 -0.4141 -0.076 0.004 0.023 -0.129
C -0.7070 4.3713 -0.5532 0.072 -0.031 0.048 -0.072
C -0.5186 3.0840 -0.0302 -0.036 0.213 -0.073 -0.234
N 0.7227 2.4667 -0.0553 -0.459 -0.323 -0.123 0.036
N 1.7173 3.2208 0.0062 -0.171 0.170 -0.077 0.094
C 2.9125 2.4917 0.1156 0.443 -0.158 0.298 -0.334
C 3.8978 3.0431 0.9351 0.000 0.111 -0.116 -0.021
C 5.0304 2.2989 1.1856 0.083 0.028 0.078 -0.091
C 5.1473 1.0393 0.6137 0.022 0.073 0.018 -0.067
C 4.1170 0.5914 -0.1906 0.116 -0.029 -0.205 -0.125
N 3.0214 1.3017 -0.4434 0.212 0.001 -0.347 0.090
H -4.6217 -0.9258 4.7474 -0.002 0.000 0.000 0.086
H -2.3625 -0.1341 5.4065 -0.001 0.001 0.000 0.095
H -0.8585 0.8647 3.7179 0.008 -0.003 -0.007 0.114
H -3.8359 0.3278 0.7206 -0.007 -0.014 -0.019 0.097
H -5.3529 -0.6764 2.3891 -0.002 -0.003 0.001 0.096
H -3.5413 2.7320 1.4818 -0.010 -0.014 -0.002 0.097
H -3.8511 4.9154 0.5122 0.001 0.006 -0.007 0.095
H -2.0620 5.9992 -0.8613 -0.013 0.000 -0.001 0.082
H 0.1188 4.8206 -1.0915 0.012 -0.012 0.003 0.098
H 3.7324 4.0172 1.3737 0.005 0.013 -0.015 0.105
H 5.8066 2.6843 1.8350 0.011 0.016 0.002 0.101
H 6.0136 0.4166 0.7889 -0.005 -0.016 0.005 0.099
H 4.1618 -0.3843 -0.6552 -0.123 0.013 0.106 0.083
O 2.0194 1.1187 -3.7750 0.225 0.005 0.115 0.125
C 1.5553 0.8174 -2.7955 -0.426 0.102 -0.220 -0.005
C -1.9224 1.9766 -3.2123 0.016 -0.044 0.005 0.032
C -2.1897 0.5524 -2.7080 -0.057 -0.005 0.072 -0.463
O -1.4441 0.2262 -1.6287 -0.053 -0.034 -0.497 -0.265
C -3.6861 0.4528 -2.3264 -0.028 -0.010 0.031 -0.548
F -4.0181 1.4315 -1.4739 -0.019 -0.011 0.011 0.151
F -4.5121 0.5666 -3.3912 -0.004 -0.013 0.004 0.138
F -3.9917 -0.7105 -1.7234 -0.011 0.030 0.008 0.138
C -1.9130 -0.4423 -3.8661 -0.058 0.003 0.000 -0.546
F -2.3620 -1.6853 -3.6140 -0.013 -0.023 -0.014 0.143
F -0.5920 -0.5466 -4.0782 0.082 0.005 -0.048 0.131
F -2.4639 -0.0648 -5.0391 0.031 -0.012 -0.003 0.137
H -2.0086 2.6524 -2.3644 -0.003 0.020 0.008 0.078
H -2.6116 2.2789 -4.0007 0.003 -0.012 -0.001 0.095
H -0.9023 2.0279 -3.5925 -0.002 0.011 -0.002 0.082

# 2
67
Properties=species:S:1:pos:R:3:forces:R:3:lowdin_charge:R:1 method="wB97M-V/def2-TZVPD" charge=0 orbital_gap_ev="7.17 / 7.38" spin_multiplicity=4
Cr -2.5064 -16.6586 1.8069 0.394 0.026 -0.894 0.909
C -6.4328 -17.9462 3.4476 0.147 -0.597 -0.313 -0.192
C -5.3071 -18.2522 4.4433 1.372 -0.183 -0.977 -0.185
C -4.1206 -17.2566 4.4090 0.487 -0.381 -0.650 -0.178
N -2.9541 -17.6263 3.5233 -1.052 0.154 1.082 -0.050
C -2.1454 -18.6096 3.8671 -0.817 -0.785 0.721 -0.218
C -2.3005 -19.3968 5.0750 -1.003 1.504 -1.203 -0.014
C -1.7697 -20.5932 5.4247 0.425 -0.867 0.897 -0.096
C -0.8519 -21.4480 4.8029 -0.320 0.483 -0.494 -0.101
C -0.1764 -21.1281 3.6359 -0.179 0.219 0.934 -0.083
C -0.1802 -19.9451 2.9021 -0.391 0.152 -0.373 -0.009
C -1.0481 -18.8286 2.9164 0.463 0.264 0.066 -0.209
N -0.9453 -17.7993 2.0753 0.425 -0.480 -0.383 -0.061
C 0.2530 -17.6471 1.2737 0.832 -0.132 0.328 -0.220
C 0.4149 -16.2651 0.6725 -1.311 -0.302 -0.320 -0.158
C -0.6021 -15.9925 -0.4463 1.175 0.899 -1.201 -0.230
N -1.9659 -16.2796 -0.1601 0.111 -0.374 1.784 -0.056
C -2.7997 -16.5768 -1.1163 -0.305 0.263 -1.180 -0.220
C -2.5370 -16.2846 -2.4919 -0.229 -0.189 -0.273 -0.003
C -3.2946 -16.4913 -3.6587 1.352 0.363 0.800 -0.093
C -4.5433 -17.0386 -3.7985 -0.861 -0.381 -0.952 -0.129
C -5.3279 -17.5823 -2.7847 -0.157 1.063 0.418 -0.078
C -5.1313 -17.6125 -1.4055 0.025 -0.161 -0.772 -0.011
C -4.0093 -17.2655 -0.6263 -0.472 -0.731 0.063 -0.212
N -3.9279 -17.6172 0.6452 0.266 0.450 1.146 -0.056
C -4.9478 -18.3625 1.3890 -0.395 0.295 -0.886 -0.208
C -5.9725 -17.4409 2.0749 0.122 -0.045 -0.078 -0.176
H -6.9732 -18.9014 3.3440 -0.292 0.499 -0.075 0.116
H -7.0776 -17.1884 3.8892 -0.272 -0.098 -0.011 0.110
H -5.7059 -18.1996 5.4354 -0.351 -0.220 0.651 0.101
H -4.8710 -19.2699 4.2952 -0.561 0.617 0.110 0.116
H -4.4917 -16.2818 4.0854 0.237 0.008 -0.035 0.100
H -3.7746 -17.1301 5.4244 0.337 0.172 0.318 0.098
H -3.1204 -19.0345 5.7068 0.639 -0.127 -0.010 0.099
H -2.1192 -20.9437 6.3981 -0.070 -0.080 -0.232 0.110
H -0.7191 -22.4199 5.2593 0.224 0.042 -0.062 0.095
H 0.5224 -21.8710 3.3002 0.239 -0.245 -0.268 0.099
H 0.5107 -19.9695 2.0722 0.042 0.170 -0.072 0.091
H 1.1319 -17.7773 1.9170 -0.092 -0.137 0.288 0.124
H 0.4075 -18.4189 0.5033 -0.525 0.056 -0.104 0.128
H 0.3110 -15.5003 1.4285 0.016 0.134 0.392 0.093
H 1.4162 -16.2199 0.2706 0.263 0.203 -0.300 0.114
H -0.4760 -14.9423 -0.7678 -0.048 -0.119 0.110 0.132
H -0.3193 -16.5820 -1.3321 0.183 -0.061 0.166 0.116
H -1.5868 -15.7912 -2.7004 -0.263 -0.154 0.267 0.090
H -2.7551 -16.1552 -4.5569 -0.546 -0.105 0.279 0.110
H -4.9972 -17.0254 -4.8125 0.456 -0.146 0.780 0.107
H -6.3173 -17.8726 -3.1181 -0.006 -0.331 0.112 0.101
H -5.9507 -18.0268 -0.8346 -0.042 -0.043 -0.094 0.087
H -5.4871 -19.0649 0.7494 0.121 -0.160 -0.042 0.112
H -4.4101 -18.9406 2.1244 0.049 -0.180 0.181 0.093
H -5.5017 -16.4710 2.2017 0.193 0.276 0.128 0.095
H -6.8138 -17.2209 1.3960 0.117 -0.296 0.323 0.117
C -3.0146 -13.5316 4.8760 0.466 0.296 0.117 -0.170
Si -1.5407 -14.3498 3.9706 0.313 -0.366 0.855 0.350
C -0.8033 -15.6868 5.2070 0.396 0.777 -1.246 -0.152
C -0.2467 -12.9749 3.6806 -0.468 -0.787 -1.435 -0.175
O -1.9651 -15.0255 2.5598 -0.257 -0.112 -0.083 -0.433
H -2.8279 -13.4981 5.9516 0.327 0.041 0.102 0.023
H -3.9693 -14.0407 4.8206 -0.209 -0.205 -0.433 0.003
H -3.1520 -12.4829 4.5735 -0.053 -0.293 -0.103 0.026
H -0.1870 -15.1637 5.9482 -0.015 -0.160 -0.051 0.021
H -0.1683 -16.4215 4.6591 -0.344 0.500 0.358 0.029
H -1.5706 -16.2333 5.7328 -0.343 -0.186 0.165 -0.004
H 0.0664 -12.5965 4.6209 0.007 0.896 0.943 0.001
H -0.6511 -12.2028 2.9744 0.355 -0.458 0.866 0.045
H 0.6895 -13.3530 3.2433 -0.330 -0.144 -0.146 0.021

# 3
48
Properties=species:S:1:pos:R:3:forces:R:3:lowdin_charge:R:1 method="wB97M-V/def2-TZVPD" e_above_lowest_ev=0.000 charge=-1 orbital_gap_ev=6.66
C 2.3684 -1.1071 -0.0744 -0.500 -0.252 -0.907 -0.090
C 1.9932 -1.5325 -1.5376 0.697 0.596 0.007 -0.422
C 1.7684 -3.0731 -1.6817 -0.028 0.634 0.354 -0.094
C 0.8549 -0.6367 -2.1178 0.026 -0.486 -0.959 -0.179
C -0.5878 -1.2010 -1.9293 0.364 0.045 0.966 -0.144
C -1.6615 -0.1461 -1.5639 -1.029 -0.699 0.211 -0.428
N -1.4135 0.3249 -0.1679 0.346 0.053 -0.497 0.081
C -3.0911 -0.8187 -1.5114 0.996 -0.169 0.060 -0.154
C -3.1290 -2.1207 -0.6552 -1.193 -0.507 -1.332 -0.167
C -4.5468 -2.8054 -0.8444 0.426 0.649 0.830 -0.190
F -5.4281 -2.0147 -1.6119 0.249 -0.505 0.224 -0.100
C -1.7845 1.0570 -2.5647 -0.262 1.522 -1.021 -0.687
O -2.9207 1.5682 -2.6650 -0.833 -0.443 0.770 -0.074
O -0.8135 1.5291 -3.2033 1.083 -1.128 0.609 -0.067
H 3.3223 -1.5837 0.2273 -0.594 0.116 0.120 0.068
H 2.4914 -0.0051 -0.0352 -0.074 -0.643 0.089 0.065
H 1.5185 -1.3984 0.5740 0.609 0.187 0.057 0.077
H 2.9056 -1.2984 -2.1381 -0.584 -0.068 0.226 0.116
H 2.7497 -3.5425 -1.8820 -0.556 -0.056 0.189 0.065
H 1.0660 -3.3139 -2.5051 0.452 0.111 0.421 0.071
H 1.3477 -3.4606 -0.7282 0.224 -0.024 -0.638 0.071
H 0.9480 0.4119 -1.7691 -0.111 -0.655 -0.099 0.101
H 1.0303 -0.5768 -3.2145 -0.136 0.185 0.644 0.111
H -0.5409 -1.9076 -1.0653 -0.134 0.437 -0.459 0.095
H -0.9018 -1.8245 -2.7947 0.127 0.584 0.321 0.125
H -2.0846 1.0795 -0.0073 0.393 -0.030 -0.042 0.083
H -0.4671 0.7130 -0.1388 -0.377 0.152 0.081 0.057
H -3.3635 -0.9931 -2.5720 -0.104 -0.128 0.716 0.125
H -3.8346 -0.1179 -1.0897 0.541 -0.169 -0.434 0.113
H -2.4063 -2.8731 -1.0353 -0.147 0.582 0.489 0.092
H -2.9788 -1.9109 0.4164 0.202 -0.062 -0.552 0.099
H -4.4862 -3.7975 -1.3256 -0.052 0.468 0.154 0.102
H -5.0136 -2.8821 0.1570 0.007 -0.257 -0.551 0.099
C 3.1542 2.5784 4.1541 -0.111 0.008 0.089 -0.086
C 3.0553 2.3717 2.6513 -0.042 0.077 0.032 -0.285
O 1.9368 1.6037 2.2552 0.074 -0.230 -0.069 -0.169
C 0.6589 2.1216 2.5901 -0.107 0.119 -0.007 -0.275
C 0.3763 3.4859 1.9844 0.126 0.071 -0.044 -0.076
H 3.1808 1.6166 4.6708 0.036 0.014 -0.038 0.079
H 4.0600 3.1352 4.4019 0.000 -0.026 -0.022 0.072
H 2.3019 3.1364 4.5458 0.049 0.059 -0.025 0.063
H 3.9368 1.8250 2.3106 -0.127 -0.096 -0.079 0.117
H 3.0637 3.3320 2.1235 -0.009 0.060 0.069 0.107
H 0.5321 2.1422 3.6788 0.013 0.068 0.023 0.104
H -0.0700 1.4059 2.2064 0.164 -0.104 -0.036 0.106
H 1.0685 4.2477 2.3489 -0.048 0.018 0.064 0.061
H -0.6360 3.8082 2.2355 0.017 -0.049 -0.029 0.078
H 0.4702 3.4481 0.8974 -0.063 -0.032 0.025 0.086

# 4
9
Properties=species:S:1:pos:R:3:forces:R:3:lowdin_charge:R:1 method="wB97M-V/def2-TZVPD" e_above_lowest_ev=0.502 charge=0 orbital_gap_ev=8.50
C -0.8917 -1.1877 0.0133 2.906 -0.821 -0.788 -1.178
C -0.0540 0.0865 -0.0636 -1.415 0.191 -0.107 -1.010
O 0.9265 0.4033 0.4887 -0.299 -0.309 0.187 -0.006
F 2.0239 0.6512 -1.7629 -0.411 1.501 -0.437 -0.144
I -0.6710 -2.1051 -2.0119 -0.065 0.088 1.147 0.729
I -0.1821 -2.3274 1.6525 0.082 -0.380 -0.017 0.844
I -1.0896 1.4749 -1.4348 -0.031 0.351 0.184 0.787
H -1.9136 -1.1437 0.1946 -1.660 0.863 -0.105 -0.042
H 1.5427 1.4848 -1.7513 0.892 -1.484 -0.063 0.019

# 5
78
Properties=species:S:1:pos:R:3:forces:R:3:lowdin_charge:R:1 method="wB97M-V/def2-TZVPD" e_above_lowest_ev=0.383 charge=0 orbital_gap_ev="7.81 / 5.52" spin_multiplicity=5
Pt 0.6855 0.3102 0.0887 0.249 -0.605 -0.274 0.801
O 0.5623 4.4951 1.2576 -0.069 -0.054 -0.026 -0.082
P 0.6192 3.0284 0.6483 0.233 0.023 -0.038 0.142
O 1.9017 2.3247 0.9859 -0.113 -0.009 -0.127 -0.393
O -0.6110 2.2676 1.0710 0.092 -0.010 -0.098 -0.391
O 0.5850 3.3025 -0.9419 -0.217 0.136 -0.001 -0.257
P -0.1791 2.3634 -2.0413 0.024 -0.100 0.019 0.195
O 0.1426 3.1480 -3.3922 0.166 -0.065 0.061 -0.097
O -1.6329 2.3245 -1.7573 0.109 0.048 -0.135 -0.310
O 0.5967 1.0540 -2.1025 -0.166 0.334 0.366 -0.414
H 1.4410 4.8827 1.3185 0.105 0.054 0.029 0.086
H -0.5611 3.7770 -3.5782 -0.084 0.061 -0.054 0.080
C -0.1898 -3.6088 -1.1225 0.061 -0.038 -0.045 -0.250
As 0.0219 -1.7310 -1.6072 -0.046 0.108 0.115 1.172
C 1.1622 -1.9193 -3.1406 0.016 -0.002 -0.052 -0.252
C -1.7049 -1.3096 -2.3963 -0.040 -0.034 -0.024 -0.383
C -2.0812 -1.7706 -3.6554 -0.005 -0.010 0.033 -0.092
C -3.2918 -1.3800 -4.2045 0.003 0.003 -0.013 -0.075
C -4.1283 -0.5182 -3.5075 0.003 0.007 -0.009 -0.070
C -3.7593 -0.0508 -2.2574 -0.006 -0.056 0.036 -0.087
C -2.5542 -0.4599 -1.7000 0.092 0.047 -0.020 -0.404
As -1.9820 0.1227 0.0478 -0.084 -0.084 0.140 1.160
C -3.2077 1.4881 0.6258 -0.105 0.051 0.025 -0.255
C -2.7131 -1.3660 1.0837 -0.004 0.016 0.021 -0.252
H -0.6404 -4.1207 -1.9738 0.005 -0.028 0.030 0.037
H -0.8190 -3.7415 -0.2464 -0.057 0.018 0.014 0.006
H 0.7982 -4.0199 -0.9203 -0.046 0.005 -0.018 -0.001
H 0.7041 -2.6198 -3.8395 0.012 0.032 -0.015 0.033
H 2.1171 -2.2997 -2.7906 -0.058 -0.010 -0.030 -0.002
H 1.3007 -0.9409 -3.5929 -0.007 -0.001 0.017 0.038
H -1.4295 -2.4241 -4.2213 0.003 -0.004 0.000 0.093
H -3.5742 -1.7329 -5.1875 -0.014 -0.013 -0.012 0.105
H -5.0637 -0.1979 -3.9468 -0.012 0.005 -0.010 0.106
H -4.4002 0.6438 -1.7308 0.010 0.012 -0.003 0.101
H -4.2224 1.0919 0.5477 0.032 0.027 0.013 0.037
H -3.0586 2.3685 0.0101 -0.004 -0.045 0.003 0.025
H -2.9652 1.7159 1.6613 -0.041 -0.017 -0.029 0.037
H -3.7877 -1.3738 0.8951 0.011 -0.024 0.040 0.038
H -2.5258 -1.2313 2.1477 0.034 0.009 -0.006 0.035
H -2.2957 -2.3142 0.7568 0.044 -0.040 -0.009 0.004
Se 1.5144 -0.1021 2.4469 -0.085 0.075 0.057 1.035
C 0.8305 -1.6631 3.2389 0.048 -0.005 0.029 -0.593
C 0.0991 -2.6069 2.5225 -0.040 -0.009 -0.131 -0.172
C -0.3875 -3.7360 3.1554 0.013 -0.022 0.031 -0.074
C -0.1383 -3.9343 4.5094 -0.023 0.010 -0.041 -0.072
C 0.5980 -3.0017 5.2282 0.020 0.039 -0.010 -0.076
C 1.0857 -1.8683 4.5973 -0.016 -0.076 0.023 -0.120
H -0.0575 -2.4468 1.4624 -0.026 0.015 0.068 0.044
H -0.9571 -4.4673 2.5957 -0.001 -0.009 -0.004 0.108
H -0.5195 -4.8178 5.0040 -0.004 -0.013 0.006 0.105
H 0.7933 -3.1578 6.2809 0.001 -0.002 0.002 0.106
H 1.6634 -1.1390 5.1502 0.011 0.011 0.004 0.101
O 2.3819 -0.9530 -0.7237 -0.104 0.206 -0.172 -0.437
C 3.6811 -0.8825 -0.2126 -0.003 -0.154 0.118 -0.616
C 3.7619 -1.7849 1.0147 0.050 0.059 0.046 -0.504
C 4.5063 -1.7929 2.1653 -0.056 0.084 -0.091 -0.157
C 4.3534 -2.9853 2.9214 -0.082 -0.046 -0.002 -0.170
C 3.5150 -3.8745 2.3200 0.004 0.049 0.064 -0.386
S 2.9029 -3.2698 0.8474 -0.023 0.046 0.070 1.079
C 4.1214 0.5623 -0.0509 0.050 0.029 0.024 -0.483
C 3.8446 1.5172 -0.9822 -0.073 0.057 0.030 -0.166
C 4.4297 2.7738 -0.6874 0.030 -0.036 0.051 -0.173
C 5.1509 2.7515 0.4649 0.032 -0.001 -0.074 -0.409
S 5.1268 1.2041 1.1852 -0.053 -0.005 0.045 1.055
C 4.6130 -1.5105 -1.2533 0.134 -0.076 0.002 -0.445
C 5.6216 -2.4055 -1.0521 -0.013 -0.009 -0.066 -0.118
C 6.3325 -2.7228 -2.2426 -0.023 0.021 -0.018 -0.180
C 5.8459 -2.0575 -3.3232 0.013 -0.021 0.011 -0.408
S 4.5338 -1.0440 -2.9059 0.019 0.032 -0.025 1.083
H 5.1611 -0.9913 2.4654 0.000 0.034 0.013 0.064
H 4.8395 -3.1632 3.8687 0.017 -0.012 0.026 0.104
H 3.2040 -4.8381 2.6866 -0.008 -0.055 0.024 0.070
H 3.1986 1.3342 -1.8292 -0.025 -0.008 -0.008 0.099
H 4.2998 3.6540 -1.2983 -0.002 0.038 -0.017 0.107
H 5.6859 3.5569 0.9385 0.027 0.036 0.010 0.061
H 5.8520 -2.8282 -0.0856 0.012 -0.005 0.036 0.112
H 7.1593 -3.4153 -2.2852 0.033 -0.020 -0.010 0.098
H 6.1800 -2.1143 -4.3456 0.019 -0.007 -0.033 0.061